(1)
Computed, not measured: a molecular structure, C4H8N2O at a distorted geometry, with wB97M-V/def2-TZVPD.

XYZ file:
```
15
Properties=species:S:1:pos:R:3:forces:R:3
C -1.07749 -1.15226 1.29895 0.2 -0.1 0.7
N -0.74042 -0.74823 0.06765 -0.1 0.0 -0.9
C -0.41058 0.61538 -0.23677 0.2 -0.4 0.6
C -0.66504 1.15163 -1.47703 0.2 0.0 0.0
H -0.47634 -1.42315 -0.63818 -0.1 0.1 0.1
H -0.48292 1.24789 0.65195 0.1 0.0 -0.1
H 0.71411 -0.62813 1.75675 1.1 0.6 -0.7
H -1.09726 -2.21362 1.50104 -0.1 0.1 0.0
H -1.64811 -0.46569 1.90790 -0.1 0.0 0.0
H -0.93807 0.53106 -2.31922 0.0 0.0 0.0
H -0.45787 2.19504 -1.65585 0.0 0.0 0.0
N 2.30846 0.34266 -0.74690 0.3 -0.1 -0.1
C 1.46415 0.12763 0.13485 -0.5 0.4 -0.1
O 1.62490 -0.25185 1.36834 -1.3 -0.5 0.5
H 1.88249 0.67164 -1.61347 0.0 0.1 0.2
```
Positions in Å, forces in eV/Å.

* energy relative to the best compared isomer or geometry (same formula, charge and spin): 5.8385 eV
* calculated total energy: -9300.5547 eV
* HOMO level (alpha / beta): -6.91 / -7.45 eV
* HOMO-LUMO gap (alpha / beta): 6.36 / 7.52 eV

(2)
Computed, not measured: 2 unconnected molecules or ions with the total composition C6H10Si at a distorted geometry, with wB97M-V/def2-TZVPD.

XYZ file:
```
17
Properties=species:S:1:pos:R:3:forces:R:3
C 1.70915 0.63623 2.10919 -1.2 1.3 -1.6
C 0.89934 0.99356 1.27082 -0.1 -0.3 -0.1
C -2.17275 -0.62169 0.50737 0.7 0.8 -0.6
C -1.43006 0.01404 -0.40350 0.1 1.0 2.6
C 1.34549 -2.34104 -0.80452 1.0 0.1 0.4
C -0.53184 3.02361 -0.65708 1.7 0.1 1.0
Si -0.31063 1.41135 -0.09744 0.7 0.9 1.4
H 2.54967 0.79653 2.70597 0.8 -0.5 0.9
H -2.82434 -1.34852 0.11952 -1.1 -0.9 -0.1
H -2.21400 -0.41627 1.57344 0.5 -0.1 -0.1
H -1.61907 -0.01746 -1.40732 -0.7 -1.2 -2.6
H 1.60608 -3.42537 -0.69174 -0.3 1.0 -0.3
H 2.24699 -1.72103 -0.67678 0.1 -0.5 0.2
H 0.68644 -2.01067 0.01751 -0.1 -0.3 -0.8
H 1.04537 -2.06920 -1.82506 -0.6 -0.4 0.4
H -1.18762 3.28481 -1.47198 -0.1 0.1 0.0
H 0.20179 3.81111 -0.26841 -1.2 -1.1 -0.8
```
Positions in Å, forces in eV/Å.

* structure (SMILES): C#C[Si](=C)C=C.C
* energy relative to the best compared isomer or geometry (same formula, charge and spin): 2.4946 eV
* calculated total energy: -14257.1409 eV
* HOMO level: -8.30 eV
* HOMO-LUMO gap: 8.42 eV

(3)
Computed, not measured: 4 unconnected molecules or ions with the total composition C43H43ClF7IN2O13S2 at a distorted geometry, with wB97M-V/def2-TZVPD.

XYZ file:
```
112
Properties=species:S:1:pos:R:3:forces:R:3
C 0.11137 -1.40189 2.14552 1.8 0.1 -0.8
C 0.69128 -0.34928 1.34495 -1.5 -0.7 1.3
N 1.13622 -0.51905 -0.07289 -1.2 0.3 0.9
C 0.45543 -1.66062 -0.71215 -1.2 -4.2 -1.8
C 1.19519 -3.02149 -0.90527 -4.0 1.4 -1.0
C 0.43581 -4.21911 -1.58365 -1.1 2.0 0.3
C -1.01858 -4.15057 -2.09000 1.7 4.0 1.9
O -1.76561 -5.15896 -2.74267 2.3 1.0 0.5
C -0.96150 -6.13090 -3.43908 0.4 -1.7 -0.6
C -0.47819 -5.70980 -4.91109 -1.0 -0.9 -0.6
O -0.34940 -4.29250 -5.13916 1.7 -1.2 -0.2
C 0.93319 -3.95040 -5.73954 1.1 1.4 -0.2
C 2.01466 -3.40800 -4.66697 0.2 -0.3 -0.2
C -1.77530 -2.78336 -1.85241 1.8 0.1 0.5
C -3.30384 -2.64895 -2.32013 0.2 0.3 0.5
C -4.30360 -3.58578 -1.48430 -0.5 0.2 0.2
C -5.82973 -3.32514 -1.97429 -0.3 -0.8 -0.8
S -6.66651 -1.99714 -0.93865 0.2 0.0 -0.4
C -1.05180 -1.59093 -1.19130 2.4 -2.2 -0.3
S -1.84973 0.08165 -0.91928 1.8 -0.4 -0.9
C -0.41533 1.21211 -1.29544 3.2 1.0 -0.4
C -0.52421 2.55574 -2.05476 3.0 -1.2 1.0
I -2.55315 3.13086 -2.68900 1.8 -0.4 0.5
C 0.74051 3.43961 -2.37549 -0.3 -2.2 1.5
C 0.43544 4.78471 -3.17272 -1.2 -0.1 0.0
C -0.35840 5.89079 -2.28476 1.1 -0.1 3.3
O -0.15115 6.10707 -1.07932 -0.9 -0.8 -5.0
Cl -1.60833 6.89240 -3.22123 1.3 -0.9 0.8
C 2.18054 2.96377 -1.93566 -3.9 -2.0 0.9
C 3.37898 3.89896 -2.34763 0.7 0.0 -1.0
F 4.68684 3.45534 -2.02341 -2.6 0.3 -0.6
F 3.35224 3.98501 -3.79788 0.1 -0.1 2.9
C 3.26208 5.41227 -1.72737 0.1 -0.7 -0.3
F 3.43208 6.32086 -2.81081 -0.1 -1.5 2.7
F 4.27112 5.56301 -0.72508 -1.7 0.1 -2.1
C 2.24099 1.63334 -1.15273 -1.5 -0.2 -0.4
C 3.63457 1.05302 -0.64339 0.4 0.2 -0.9
C 4.28860 1.84454 0.59067 0.3 0.1 0.6
C 3.24849 2.35123 1.69347 0.3 -2.2 2.1
O 3.08379 1.62262 2.71485 -0.1 2.8 -3.6
N 2.58908 3.65459 1.46822 1.4 -0.8 2.4
C 1.97065 4.19678 2.69745 -1.9 2.4 3.9
C 2.53125 5.52759 3.28760 -1.9 -0.9 1.1
C 1.97786 6.23681 4.55404 -1.9 -3.8 -1.2
C 0.80338 5.56178 5.31826 1.8 -1.4 -3.7
C 0.22569 4.23108 4.73856 2.3 1.5 -1.4
C 0.76365 3.55612 3.44942 1.9 2.9 0.8
C 0.98315 0.74072 -0.82200 -0.1 3.6 -2.1
H -0.96671 -1.43347 2.50993 2.0 1.1 0.7
H 0.80593 -2.26316 2.48286 -1.7 0.5 -1.9
H 0.85411 0.66482 1.87110 -1.1 -1.0 -1.9
H 2.27694 -3.09802 -0.53562 -1.9 -0.1 -0.7
H 1.03566 -5.17657 -1.71329 -0.9 1.5 0.2
H -0.06322 -6.53585 -2.83849 -1.4 1.0 -0.6
H -1.64322 -7.05731 -3.58605 1.0 1.6 0.3
H 0.46611 -6.32185 -5.16079 -1.2 1.1 0.5
H -1.28403 -6.08952 -5.65393 1.2 0.6 1.2
H 0.76603 -3.07646 -6.47720 0.0 -1.4 1.2
H 1.38927 -4.79819 -6.36332 -0.9 0.9 1.0
H 1.73356 -2.36103 -4.30562 0.2 -1.6 -0.3
H 3.05091 -3.31832 -5.15974 -1.6 -0.1 0.5
H 2.15776 -4.12138 -3.77344 -0.5 1.1 -1.4
H -3.66332 -1.55545 -2.19558 0.7 -1.7 -0.1
H -3.41408 -2.88496 -3.43527 0.4 0.1 1.5
H -4.24516 -3.36447 -0.35135 0.0 -0.2 -1.8
H -4.02683 -4.70381 -1.58349 -0.5 1.9 -0.1
H -5.86834 -3.02966 -3.09072 0.2 -0.5 1.8
H -6.46806 -4.27391 -1.82552 1.2 1.4 -0.4
H -7.70389 -1.43128 -1.68633 1.1 -1.0 0.2
H -0.29502 4.51247 -4.02785 1.4 0.5 1.2
H 1.34728 5.32671 -3.58883 -1.2 -0.9 0.5
H 2.25192 5.49364 -1.19984 1.4 0.5 -0.9
H 3.60004 -0.06609 -0.36085 -0.5 2.0 -0.4
H 4.36033 1.09875 -1.54500 -1.1 0.1 1.6
H 4.95135 2.72908 0.29881 -1.1 -1.1 0.0
H 4.98456 1.09276 1.12688 -1.3 1.3 -0.7
H 3.37342 4.30629 1.25351 -0.9 -0.5 -0.4
H 3.40385 6.05423 2.74714 -1.5 -1.0 0.9
H 2.42333 7.22111 4.90900 -0.6 -1.6 -0.6
H 0.39259 6.06045 6.25390 0.5 -1.0 -1.5
H -0.64471 3.74519 5.28939 1.4 0.7 -0.9
H 0.33936 2.58091 3.02138 0.6 1.7 1.0
C 6.69886 5.95806 2.97792 -0.2 0.1 -1.0
C 7.21809 5.06353 4.05817 0.7 -0.2 0.2
O 7.15910 5.87964 5.20931 -0.6 0.0 -0.4
C 6.13036 6.74530 4.98834 -0.8 1.1 1.2
O 5.61025 7.40258 5.84083 0.5 -0.6 -0.9
O 5.76072 6.76491 3.67531 0.2 -0.1 0.5
F 8.51121 4.72872 3.83281 0.1 -0.2 0.0
H 7.47644 6.59531 2.54729 0.1 -0.2 0.2
H 6.21593 5.40168 2.17265 -0.1 0.1 0.1
H 6.62362 4.15907 4.21797 0.2 0.0 0.0
C -7.79664 -0.62573 4.37893 0.1 0.7 0.7
C -7.46762 -2.01970 3.94846 -0.2 -0.6 0.2
O -8.09088 -2.12292 2.68505 0.4 0.6 0.1
C -8.09703 -0.85821 2.17882 -0.4 0.5 -1.6
O -8.29595 -0.59616 1.02934 0.0 0.0 1.2
O -7.84050 0.07174 3.14257 0.0 -0.5 -0.4
F -8.02669 -2.93069 4.78075 0.1 -0.2 0.0
H -8.77114 -0.55524 4.87052 0.0 -0.3 0.0
H -7.03865 -0.20415 5.04082 0.0 0.1 -0.2
H -6.39668 -2.21859 3.84730 -0.1 -0.2 0.1
C -2.18802 -6.75589 -0.16108 -0.2 0.0 -0.9
C -1.65374 -7.66275 0.90055 0.6 -0.1 0.2
O -1.70175 -6.86177 2.06322 -0.6 -0.1 -0.4
C -2.73628 -5.99616 1.86511 -0.7 1.2 1.0
O -3.24862 -5.35126 2.73242 0.5 -0.5 -0.8
O -3.12041 -5.96153 0.55754 0.2 -0.2 0.7
F -0.36148 -7.99048 0.65569 0.1 -0.2 0.0
H -1.41833 -6.11106 -0.59119 0.1 -0.2 0.3
H -2.67842 -7.30303 -0.96790 -0.1 0.2 0.1
H -2.24320 -8.57141 1.05517 0.2 0.0 0.0
```
Positions in Å, forces in eV/Å.

* structure (SMILES): C=CN1c2ccc(OCCOCC)c(CCCS)c2Sc2c(I)c(CC(=O)Cl)c(C(F)(F)C(F)F)c(CCC(=O)Nc3ccccc3)c21.O=C1OC[C@@H](F)O1.O=C1OC[C@@H](F)O1.O=C1OC[C@@H](F)O1
* energy relative to the best compared isomer or geometry (same formula, charge and spin): 11.1363 eV
* calculated total energy: -136183.7795 eV
* HOMO level: -7.43 eV
* HOMO-LUMO gap: 6.67 eV

(4)
Computed, not measured: C6H10S in the gas phase at a distorted geometry, with wB97M-V/def2-TZVPD.

XYZ file:
```
17
Properties=species:S:1:pos:R:3:forces:R:3
C -0.70836 1.47417 -0.40931 -2.0 -1.5 -1.1
C -1.79693 0.74174 -0.62958 1.4 0.3 0.0
C 0.56328 1.55945 0.26964 -0.2 -0.4 2.9
C 1.32129 0.20449 0.69529 -2.3 1.7 -0.1
C -2.06897 -0.65075 -0.01306 -1.1 0.4 -1.9
C 2.01233 -0.49474 -0.34331 1.5 -3.6 -0.5
S 0.50181 -0.88103 1.81056 0.7 0.3 0.2
H -2.38519 0.96761 -1.53789 0.0 0.1 0.7
H 1.15840 2.22678 -0.31773 1.1 0.1 -0.3
H 0.27557 2.15980 1.19028 0.8 -0.6 -0.6
H -3.22130 -0.86292 -0.14080 2.6 -0.3 0.1
H -1.72624 -0.80073 0.98042 -0.5 0.5 0.9
H -1.28184 -1.24798 -0.55756 -1.6 -0.4 0.0
H 2.72000 0.01275 -0.93481 1.4 1.1 -0.1
H 1.44653 -0.90090 -1.16533 -1.5 0.0 -0.4
H 2.44836 -1.51100 0.02252 -0.1 2.0 -0.3
H 0.74126 -1.99676 1.08068 -0.1 0.2 0.4
```
Positions in Å, forces in eV/Å.

* energy relative to the best compared isomer or geometry (same formula, charge and spin): 1.2772 eV
* 2S+1: 3
* calculated total energy: -17213.5862 eV
* HOMO level (alpha / beta): -7.25 / -8.86 eV
* HOMO-LUMO gap (alpha / beta): 8.01 / 8.59 eV